No. 1
Entry from the OMol25 dataset: a cluster of 3 separate species, C25H62N7O6P3 in total at a distorted geometry (ωB97M-V/def2-TZVPD).

Bonds (Å) are listed after each position.
Element x y z (Å)
1 C -0.31 -4.66 0.00  C2 1.228, H20 1.125
2 C -0.59 -3.62 0.58  C1 1.228, C3 1.596
3 C -1.18 -2.23 1.12  C2 1.596, P4 1.887, H21 1.127, H22 1.141
4 P -1.49 -2.31 2.98  C3 1.887, C5 1.916, C12 1.903, N17 1.792, H23 1.454
5 C -2.03 -0.68 3.84  P4 1.916, O6 1.438, H24 1.142, H25 1.129
6 O -2.58 0.18 2.83  C5 1.438, C7 1.443
7 C -4.00 0.39 2.97  O6 1.443, C8 1.605, H26 1.139, H27 1.140
8 C -4.72 0.33 1.54  C7 1.605, O9 1.453, H28 1.144, H29 1.133
9 O -5.68 -0.77 1.61  C8 1.453, C10 1.438
10 C -6.33 -0.98 0.34  O9 1.438, C11 1.595, H30 1.141, H31 1.139
11 C -5.84 -2.29 -0.43  C10 1.595, H32 1.129, H33 1.130, H34 1.131
12 C 0.34 -2.07 3.44  P4 1.903, O13 1.454, H35 1.134, H36 1.147
13 O 0.98 -0.91 2.85  C12 1.454, C14 1.407
14 C 2.09 -1.25 2.07  O13 1.407, C15 1.604, O16 1.225
15 C 2.29 -0.69 0.58  C14 1.604, H37 1.138, H38 1.129, H39 1.131
16 O 3.00 -1.97 2.47  C14 1.225
17 N -3.21 -2.69 2.61  P4 1.792, C18 1.507, H40 1.031
18 C -3.89 -3.35 3.78  N17 1.507, C19 1.598, H41 1.140, H42 1.133
19 C -3.85 -4.94 3.65  C18 1.598, H43 1.137, H44 1.136, H45 1.131
20 H -0.39 -5.62 -0.58  C1 1.125
21 H -0.48 -1.42 0.78  C3 1.127
22 H -2.17 -2.04 0.59  C3 1.141
23 H -1.47 -3.52 3.79  P4 1.454
24 H -1.10 -0.16 4.24  C5 1.142
25 H -2.69 -0.86 4.74  C5 1.129
26 H -4.49 -0.41 3.62  C7 1.139
27 H -4.15 1.40 3.48  C7 1.140
28 H -3.99 0.03 0.72  C8 1.144
29 H -5.28 1.28 1.29  C8 1.133
30 H -6.08 -0.08 -0.32  C10 1.141
31 H -7.46 -1.05 0.47  C10 1.139
32 H -5.53 -3.14 0.24  C11 1.129
33 H -4.98 -1.98 -1.10  C11 1.130
34 H -6.69 -2.66 -1.08  C11 1.131
35 H 0.88 -3.05 3.25  C12 1.134
36 H 0.37 -1.92 4.57  C12 1.147
37 H 2.83 0.31 0.64  C15 1.138
38 H 1.31 -0.55 0.03  C15 1.129
39 H 2.93 -1.36 -0.06  C15 1.131
40 H -3.30 -3.38 1.86  N17 1.031
41 H -4.98 -3.00 3.72  C18 1.140
42 H -3.44 -3.02 4.77  C18 1.133
43 H -2.90 -5.28 4.16  C19 1.137
44 H -4.77 -5.42 4.13  C19 1.136
45 H -3.81 -5.31 2.58  C19 1.131
46 C -3.72 -0.71 -6.74  N47 1.447, H57 1.099, H58 1.093, H59 1.086
47 N -3.56 -0.05 -5.46  C46 1.447, C48 1.463, P49 1.719
48 C -4.20 1.26 -5.51  N47 1.463, H60 1.097, H61 1.094, H62 1.095
49 P -2.33 -0.21 -4.27  N47 1.719, O50 1.536, N51 1.736, N54 1.758
50 O -3.35 -0.17 -3.12  P49 1.536
51 N -1.91 -1.87 -3.97  P49 1.736, C52 1.454, C53 1.468
52 C -2.67 -2.97 -4.54  N51 1.454, H63 1.095, H64 1.094, H65 1.091
53 C -1.70 -2.16 -2.54  N51 1.468, H66 1.098, H67 1.091, H68 1.093
54 N -1.08 -0.18 -5.51  P49 1.758, C55 1.459, C56 1.447
55 C -0.77 1.14 -6.05  N54 1.459, H69 1.096, H70 1.093, H71 1.093
56 C -0.48 -1.26 -6.25  N54 1.447, H72 1.093, H73 1.090, H74 1.095
57 H -3.10 -0.25 -7.53  C46 1.099
58 H -4.76 -0.67 -7.07  C46 1.093
59 H -3.49 -1.77 -6.71  C46 1.086
60 H -3.58 1.98 -6.05  C48 1.097
61 H -4.38 1.66 -4.51  C48 1.094
62 H -5.18 1.23 -6.00  C48 1.095
63 H -3.75 -2.86 -4.38  C52 1.095
64 H -2.36 -3.93 -4.11  C52 1.094
65 H -2.47 -3.08 -5.60  C52 1.091
66 H -2.65 -2.32 -2.02  C53 1.098
67 H -1.17 -1.35 -2.05  C53 1.091
68 H -1.09 -3.07 -2.42  C53 1.093
69 H -1.30 1.32 -6.99  C55 1.096
70 H 0.30 1.25 -6.23  C55 1.093
71 H -1.05 1.92 -5.35  C55 1.093
72 H -1.15 -1.69 -6.99  C56 1.093
73 H -0.11 -2.06 -5.60  C56 1.090
74 H 0.41 -0.92 -6.80  C56 1.095
75 C 5.85 4.85 3.88  N76 1.447, H86 1.099, H87 1.093, H88 1.086
76 N 6.95 4.29 3.13  C75 1.447, C77 1.463, P78 1.719
77 C 8.15 5.11 3.34  N76 1.463, H89 1.097, H90 1.094, H91 1.095
78 P 6.95 3.37 1.67  N76 1.719, O79 1.534, N80 1.736, N83 1.758
79 O 8.04 2.43 2.19  P78 1.534
80 N 5.74 2.13 1.67  P78 1.736, C81 1.454, C82 1.470
81 C 4.97 1.81 2.86  N80 1.454, H92 1.095, H93 1.094, H94 1.091
82 C 6.21 0.86 1.10  N80 1.470, H95 1.097, H96 1.091, H97 1.094
83 N 5.76 4.45 0.95  P78 1.758, C84 1.459, C85 1.446
84 C 6.27 5.73 0.47  N83 1.459, H98 1.096, H99 1.093, H100 1.093
85 C 4.32 4.39 0.97  N83 1.446, H101 1.093, H102 1.090, H103 1.095
86 H 5.49 5.80 3.45  C75 1.099
87 H 6.15 5.05 4.91  C75 1.093
88 H 5.00 4.18 3.97  C75 1.086
89 H 8.10 6.03 2.74  C77 1.097
90 H 9.05 4.57 3.05  C77 1.094
91 H 8.28 5.39 4.39  C77 1.095
92 H 5.60 1.67 3.75  C81 1.095
93 H 4.37 0.90 2.73  C81 1.094
94 H 4.22 2.58 3.07  C81 1.091
95 H 6.79 0.28 1.83  C82 1.097
96 H 6.83 1.03 0.22  C82 1.091
97 H 5.36 0.24 0.78  C82 1.094
98 H 6.13 6.52 1.21  C84 1.096
99 H 5.79 6.03 -0.47  C84 1.093
100 H 7.34 5.66 0.26  C84 1.093
101 H 3.90 4.64 1.95  C85 1.093
102 H 3.94 3.41 0.66  C85 1.090
103 H 3.88 5.10 0.26  C85 1.095

Output
HOMO energy	-7.9	eV
Kohn-Sham gap	0.252	Ha
multiplicity	1
strongest force on any atom	7.85	eV Å⁻¹
total charge	0
LUMO	-1.0368	eV
SMILES	C#CC[PH](COCCOCC)(COC(C)=O)NCC.CN(C)P(=O)(N(C)C)N(C)C.CN(C)P(=O)(N(C)C)N(C)C

These are the Mulliken partial charges, in e, on atoms 1 to 8: atom 1 (C): -0.142, atom 2 (C): -0.586, atom 3 (C): -0.086, atom 4 (P): 1.172, atom 5 (C): -0.792, atom 6 (O): -0.365, atom 7 (C): -0.416, atom 8 (C): -0.167

***

No. 2
Entry from the OMol25 dataset: a cluster of 10 separate species, C25H63O16 in total at a distorted geometry (ωB97M-V/def2-TZVPD).

Bonds (Å) are listed after each position.
Element x y z (Å)
1 O 5.18 -2.43 -2.65  C2 1.196
2 C 3.99 -2.42 -2.76  O1 1.196, O3 1.328, H15 1.094
3 O 3.29 -1.76 -3.68  C2 1.328, C4 1.435
4 C 3.74 -0.44 -3.99  O3 1.435, C5 1.532, H16 1.084, H17 1.086
5 C 2.98 0.66 -3.24  C4 1.532, C6 1.547, H18 1.085, H19 1.086
6 C 2.37 0.25 -1.88  C5 1.547, C7 1.535, H20 1.084, H21 1.084
7 C 0.99 0.91 -1.69  C6 1.535, O8 1.429, H22 1.085, H23 1.089
8 O -0.07 -0.02 -1.95  C7 1.429, C9 1.351
9 C -0.49 0.00 -3.23  O8 1.351, O10 1.197, O11 1.329
10 O -0.56 1.01 -3.88  C9 1.197
11 O -0.82 -1.20 -3.69  C9 1.329, C12 1.493
12 C -2.30 -1.39 -3.61  O11 1.493, O13 1.238, O14 1.241
13 O -2.64 -2.33 -2.88  C12 1.238
14 O -3.03 -0.62 -4.26  C12 1.241
15 H 3.37 -3.01 -2.09  C2 1.094
16 H 4.81 -0.31 -3.86  C4 1.084
17 H 3.56 -0.31 -5.05  C4 1.086
18 H 2.24 1.14 -3.86  C5 1.085
19 H 3.72 1.43 -3.03  C5 1.086
20 H 2.19 -0.81 -1.80  C6 1.084
21 H 2.98 0.65 -1.07  C6 1.084
22 H 0.90 1.84 -2.23  C7 1.085
23 H 0.90 1.15 -0.63  C7 1.089
24 C -5.35 0.36 -0.51  C25 1.518, H27 1.092, H28 1.093, H29 1.092
25 C -3.90 0.76 -0.30  C24 1.518, O26 1.419, H30 1.091, H31 1.096
26 O -3.08 -0.37 -0.07  C25 1.419, H32 0.969
27 H -5.72 -0.19 0.35  C24 1.092
28 H -5.98 1.23 -0.67  C24 1.093
29 H -5.44 -0.30 -1.38  C24 1.092
30 H -3.81 1.40 0.58  C25 1.091
31 H -3.53 1.31 -1.17  C25 1.096
32 H -3.14 -0.95 -0.85  O26 0.969
33 C -7.23 -2.71 2.01  C34 1.516, H36 1.090, H37 1.091, H38 1.092
34 C -8.44 -1.91 2.46  C33 1.516, O35 1.429, H39 1.091, H40 1.092
35 O -8.74 -0.89 1.50  C34 1.429, H41 0.961
36 H -6.37 -2.05 1.89  C33 1.090
37 H -6.98 -3.48 2.74  C33 1.091
38 H -7.42 -3.19 1.05  C33 1.092
39 H -8.24 -1.42 3.41  C34 1.091
40 H -9.31 -2.56 2.58  C34 1.092
41 H -8.92 -1.33 0.66  O35 0.961
42 C 6.88 2.91 -5.88  C43 1.517, H45 1.091, H46 1.091, H47 1.092
43 C 5.64 3.05 -5.02  C42 1.517, O44 1.424, H48 1.089, H49 1.095
44 O 5.72 2.20 -3.88  C43 1.424, H50 0.963
45 H 7.00 1.88 -6.21  C42 1.091
46 H 6.81 3.55 -6.76  C42 1.091
47 H 7.77 3.19 -5.32  C42 1.092
48 H 4.75 2.76 -5.57  C43 1.089
49 H 5.52 4.08 -4.68  C43 1.095
50 H 6.50 2.46 -3.37  O44 0.963
51 C 6.57 7.75 -3.38  C52 1.517, H54 1.091, H55 1.091, H56 1.093
52 C 6.58 6.44 -2.61  C51 1.517, O53 1.428, H57 1.089, H58 1.094
53 O 7.64 5.59 -3.03  C52 1.428, H59 0.962
54 H 6.48 7.56 -4.45  C51 1.091
55 H 5.74 8.38 -3.07  C51 1.091
56 H 7.51 8.29 -3.22  C51 1.093
57 H 5.65 5.89 -2.79  C52 1.089
58 H 6.67 6.63 -1.54  C52 1.094
59 H 8.47 6.06 -2.87  O53 0.962
60 C 1.94 -1.57 2.53  C61 1.517, H63 1.091, H64 1.093, H65 1.089
61 C 1.71 -0.07 2.49  C60 1.517, O62 1.426, H66 1.090, H67 1.096
62 O 1.42 0.35 1.16  C61 1.426, H68 0.966
63 H 2.77 -1.85 1.87  C60 1.091
64 H 2.18 -1.91 3.54  C60 1.093
65 H 1.06 -2.11 2.19  C60 1.089
66 H 2.59 0.47 2.82  C61 1.090
67 H 0.88 0.20 3.15  C61 1.096
68 H 0.63 -0.12 0.88  O62 0.966
69 C 1.66 -6.20 2.60  C70 1.519, H72 1.090, H73 1.092, H74 1.092
70 C 0.46 -5.34 2.98  C69 1.519, O71 1.421, H75 1.089, H76 1.096
71 O 0.23 -4.31 2.04  C70 1.421, H77 0.963
72 H 2.55 -5.58 2.52  C69 1.090
73 H 1.84 -6.98 3.34  C69 1.092
74 H 1.50 -6.67 1.63  C69 1.092
75 H 0.63 -4.86 3.94  C70 1.089
76 H -0.44 -5.97 3.07  C70 1.096
77 H 0.06 -4.72 1.18  O71 0.963
78 C -5.52 -0.41 5.46  C79 1.518, H81 1.090, H82 1.092, H83 1.093
79 C -6.74 0.38 5.90  C78 1.518, O80 1.425, H84 1.089, H85 1.097
80 O -7.05 1.40 4.96  C79 1.425, H86 0.963
81 H -4.66 0.24 5.33  C78 1.090
82 H -5.27 -1.19 6.19  C78 1.092
83 H -5.71 -0.89 4.49  C78 1.093
84 H -6.55 0.88 6.85  C79 1.089
85 H -7.61 -0.27 6.02  C79 1.097
86 H -7.23 0.98 4.11  O80 0.963
87 C 9.71 3.66 -1.24  C88 1.518, H90 1.089, H91 1.092, H92 1.093
88 C 10.21 4.64 -0.19  C87 1.518, O89 1.426, H93 1.090, H94 1.095
89 O 9.13 5.26 0.50  C88 1.426, H95 0.962
90 H 9.06 4.16 -1.95  C87 1.089
91 H 10.54 3.20 -1.77  C87 1.092
92 H 9.12 2.86 -0.77  C87 1.093
93 H 10.78 5.44 -0.66  C88 1.090
94 H 10.85 4.13 0.53  C88 1.095
95 H 8.61 4.57 0.93  O89 0.962
96 C -11.66 -5.68 4.52  C97 1.518, H99 1.090, H100 1.091, H101 1.093
97 C -10.60 -4.60 4.36  C96 1.518, O98 1.424, H102 1.089, H103 1.096
98 O -9.66 -4.92 3.34  C97 1.424, H104 0.962
99 H -11.19 -6.64 4.75  C96 1.090
100 H -12.36 -5.43 5.31  C96 1.091
101 H -12.22 -5.81 3.59  C96 1.093
102 H -10.03 -4.49 5.28  C97 1.089
103 H -11.07 -3.64 4.13  C97 1.096
104 H -10.15 -5.02 2.52  O98 0.962

Output
HOMO energy	-4.9	eV
Kohn-Sham gap	0.248	Ha
multiplicity	1
strongest force on any atom	3.03	eV Å⁻¹
total charge	-1
LUMO	1.8623	eV

These are the Mulliken partial charges, in e, on atoms 1 to 8: atom 1 (O): -0.544, atom 2 (C): 0.168, atom 3 (O): -0.338, atom 4 (C): -0.687, atom 5 (C): -0.436, atom 6 (C): -0.353, atom 7 (C): -1.096, atom 8 (O): -0.318

***

Question: Which value of total charge does entry 2 give?
Answer: -1

***

Question: Among the records above, which one has the lowest total charge?
Answer: C25H63O16

***

Question: Which value of LUMO does entry 1 give?
Answer: -1.0368 eV